Molecular formula: C56H146BN10O24
Method: DFT, wB97M-V/def2-TZVPD

ORCA input file:
```
! RIJCOSX wB97M-V def2-TZVPD def2/J DEFGRID3
* xyz -1 1
H 1.2028 7.3494 3.9654
H -0.0654 -0.8643 -3.7175
N -4.3865 -0.3766 -0.3303
H 3.1063 -3.5873 -0.0285
O -1.8275 0.7915 5.3204
H -1.5192 4.4284 0.6020
H 1.0964 -3.9629 -1.0659
H 4.4267 -3.5451 -5.5564
H 1.5604 -6.8598 -1.8002
H 0.6043 0.7137 6.6253
H -0.8128 8.0064 -1.1306
N 3.5543 -2.2726 2.1863
H 5.8997 -0.2962 -3.2050
O 0.8422 5.8539 1.1563
C 2.5134 -5.8285 4.3082
H -2.3242 -8.1925 -0.2944
H -2.5241 8.3855 -2.8027
H -1.0491 3.1845 -4.3552
H 0.1109 8.2531 3.8651
O 3.2047 -0.5541 -2.0414
C -7.8507 -5.0547 1.5348
O 1.8151 -1.3140 -0.4530
H 1.9912 -1.6567 4.9488
H 2.6945 -5.6769 -1.0005
C 2.7243 -6.9437 3.2920
H 5.3823 -0.6926 1.1951
H 6.9585 3.6570 0.4567
H -2.0534 -1.2239 5.1881
H -8.6812 -3.7265 3.0077
H 3.3105 -2.9966 2.8470
C 1.8167 6.8971 1.4163
H 7.1862 -0.1401 -0.9366
C 1.2009 0.3331 -4.9114
C 1.9119 0.3539 5.2008
C -4.9519 -1.8170 -2.2267
O -3.9702 5.2961 0.4645
H 3.2929 -6.7133 2.3910
O 2.7934 1.9156 3.4973
H 2.9482 8.6348 2.6231
H 4.6710 -1.1996 -0.3337
C -3.8053 -0.2555 4.5680
H -0.7777 2.3676 1.9503
H -7.6391 -5.7143 2.3764
C 0.7469 -4.9881 -1.1883
C 5.0652 -2.9976 -4.8632
H -1.8894 -0.3341 3.6382
H 0.5429 7.8778 -5.5603
H -4.3124 -1.2178 4.4972
H 3.4312 3.2637 2.0208
C 6.3639 0.5165 -3.7637
H 7.7088 -0.1840 0.8724
O 0.5883 -1.1131 1.4645
H 1.4350 5.6427 -5.0699
H -3.7754 1.4595 -2.1669
H -0.0312 6.7568 -1.7503
H 5.4572 -3.1492 1.8686
H -4.0641 -2.4231 -2.0460
C 2.6940 2.4682 2.1297
H 5.7310 0.7009 -4.6318
H 1.7641 0.7766 -4.0903
O 6.5314 1.7557 -3.0485
C -3.6370 3.9533 0.5201
H 2.0222 -9.3932 3.6872
H 5.7478 4.1239 -1.8145
H -1.6268 1.5603 4.7815
C 1.3244 8.6346 -5.6290
H 5.7536 -2.9571 -2.8593
H -3.3908 -0.4949 -0.2088
H 2.2202 4.3272 -6.7293
C 1.4249 -8.8842 2.9306
H -4.4938 -5.1619 4.1388
H 2.9534 0.1228 5.4242
H 5.6772 -4.5797 -3.5937
H -2.3651 1.8572 2.1945
H -2.6791 -0.0705 -1.9991
H -8.4273 -5.1845 -0.5292
C -2.2301 3.8370 1.1792
H -2.0239 3.6146 3.0813
B 0.6117 -0.7702 0.0835
O -2.0796 -3.0726 0.2383
H 1.9659 1.0619 -6.6007
C -3.9155 -4.3116 4.5004
H -7.9313 -2.8872 -0.9945
C -8.8439 -4.0311 1.9738
C 3.1814 5.4589 -3.8032
C 7.5228 -0.7045 -0.0670
H 1.7256 9.5888 3.4628
H -9.8760 -4.2797 1.7267
H 0.9595 0.9566 3.3509
C 1.8874 -5.8232 -1.7183
H -7.5995 -1.2019 -1.6241
C -3.7474 -6.6578 -0.4153
H 0.3617 -5.1839 -0.1876
H -5.9430 -5.0930 1.2968
C 5.3608 1.9846 -2.2234
H 3.0006 6.3256 -3.1673
C 2.3019 -0.4248 -1.2085
H -2.7906 6.7017 -1.5178
H -3.2506 4.5557 2.6202
O 6.6029 -1.8573 0.1296
C 1.2740 5.1152 -0.0067
H -2.2190 -7.0377 1.0216
C 4.6168 -2.7283 1.3166
H 1.3203 9.0356 -6.6425
H -8.6226 -3.1986 1.3060
H 2.2818 -0.0683 3.1281
H -10.2890 -7.2412 -1.1934
N 4.3832 3.4084 -0.4667
N 2.8414 4.3908 -5.9355
H 0.2860 8.3464 1.3870
C -8.1393 -5.8824 0.2570
H 2.6655 6.8437 -6.9986
H -4.0431 0.4131 3.7407
C 1.2749 -0.9943 5.4349
O 0.5677 0.6829 -0.1698
C -0.3163 -2.1200 1.7542
H -5.6535 0.1371 -1.7545
C 2.5185 5.6116 -5.1843
H -4.1491 0.1659 5.5126
H -1.0935 7.8322 -3.8163
H -1.7080 4.5115 -1.7194
C 0.9897 7.9746 2.1318
H 0.5573 -5.1781 3.4087
H 1.9268 -9.1744 2.0076
H -2.1319 -3.9737 5.6243
H 2.5669 3.5291 -5.4858
H 1.2844 5.6551 -0.9536
C 5.5764 3.1987 -1.2643
H -1.4930 -6.6963 -0.5637
H -5.3112 5.0733 -1.1577
C 4.0327 -3.8541 0.4802
H -6.6463 -4.0048 0.3653
H -3.7295 -6.3565 -1.4626
H -2.6526 7.1448 -4.0894
H 8.5144 -1.0499 -0.3594
O -5.9022 -2.5087 -1.4519
H -2.6355 4.9364 -3.1243
H -3.8619 -4.7958 -0.1235
H 4.7161 -4.0981 -0.3331
H 1.0654 -4.0748 4.7032
H -8.6756 -8.1379 -0.8471
H 3.3645 -7.7006 3.7451
H 1.3641 -1.3284 6.4686
H 6.0149 -2.6841 -5.2967
H 4.1913 -3.6337 -3.0343
H 4.4488 2.0742 -2.8136
H 4.4722 4.2358 0.1057
O 2.1805 -5.4565 -2.9985
H 1.7359 2.9428 1.9177
C -2.8856 -4.7584 5.5599
H 1.7508 -0.5864 -5.1116
O 1.4225 -7.4027 2.8934
C -7.3671 -2.2649 -1.6891
H -5.1688 -1.8270 -3.2948
H 0.3715 -1.3561 4.9440
C -1.0841 -2.3277 0.3975
H 6.3271 1.9368 0.3202
C -3.5879 0.4048 -2.3683
N 1.1790 1.3324 6.0713
H -7.5766 -2.6364 -2.6922
C -0.2759 3.5190 -3.6636
O 2.5620 8.0134 -5.1947
H 3.4335 -5.3443 5.9408
O -3.4884 -4.9648 6.7976
H -4.7360 -1.2538 0.0283
H 4.0404 6.9205 -6.1031
C 1.4165 -4.7142 3.8932
H -0.6677 0.7500 -3.9602
O 1.1367 1.1140 -6.1199
H 0.7445 3.4725 -4.0439
H -0.0998 -4.8350 -1.8573
H 2.6925 4.6045 -3.3352
C 6.7172 2.8157 -0.1930
H 7.3414 0.1209 -4.0395
N 0.3811 7.4088 3.3811
H 2.0822 9.8868 1.7421
C -1.9114 6.5835 -2.1511
C -2.2730 -0.2973 4.6578
O 4.4749 -1.6938 -4.7740
C 5.1741 -3.6168 -3.5053
C 2.9623 6.8715 -5.9501
H 4.3118 -1.4816 -3.8520
H 5.1481 1.1732 -1.5274
H -0.3229 2.8889 -2.7755
C 1.9793 0.8057 3.7049
H -3.3705 -3.9601 3.6243
C -2.3548 -7.1293 -0.0560
H -4.5047 -7.4263 -0.2602
H 4.3970 -5.7243 4.8106
C -1.7270 5.1853 -2.5760
H 2.7995 -1.9232 1.6132
C -5.1916 5.5496 -0.1846
N 3.6072 -5.1159 4.9724
H -0.9542 -0.5309 -5.1197
H -2.3288 -5.6296 5.2148
H 3.9804 -4.8369 0.9487
H -4.3947 3.3369 1.0038
C 1.4150 0.9312 -1.0311
H -3.5600 3.5670 -0.4962
C -4.7011 -0.3911 -1.7090
H -7.2219 -6.4312 0.0445
C -1.7477 2.3644 1.4531
N -6.6323 -4.3550 1.3126
O 1.6200 2.0230 -1.6417
H 7.6684 2.6464 -0.6976
H 2.2292 7.3192 0.4999
H 1.4527 -5.8469 -3.4878
O -9.1469 -6.7679 0.5605
H 3.5596 3.4932 -1.0452
N -0.8466 6.9998 -1.2062
H 0.5807 4.2846 -0.1394
O -0.4727 4.8835 -3.3008
H 2.6401 6.5281 2.0278
H -3.6421 0.3016 -3.4520
H -5.3195 6.6099 -0.4030
H -4.5907 -3.5186 4.8218
H 0.4801 -9.4275 2.9484
H -10.1257 -8.4002 0.0427
H 2.1497 -6.3142 5.2137
C -0.1966 -0.0890 -4.4724
H 0.5006 1.4888 5.3396
H 3.0127 1.7130 1.4112
O -0.5886 -2.6996 2.8175
N -2.2603 4.4021 2.4948
C -9.5629 -7.6245 -0.4766
O -4.1054 -5.5479 0.4211
H 1.9672 -4.1752 3.1223
H 2.2689 4.6740 0.0539
C -2.0186 7.5620 -3.3070
H -1.7021 1.7637 0.5447
H 4.2698 5.4670 -3.7456
H -3.4033 -4.1436 7.2874
H -5.9865 5.2558 0.5009
C 5.2527 -1.5406 0.5227
O -0.5447 -1.4026 -0.5166
C 1.9793 9.1215 2.5113
H 1.0850 9.5296 -5.0549
*
```

Summary:
E_tot in hartree: -4599.21387
Maximum force in eV Å⁻¹: 7.56
Orbital gap in eV: 8.403